a | Below is 2 unconnected molecules or ions with the total composition C3H12N4, with properties calculated with ωB97M-V/def2-TZVPD.

Properties
Total charge   +2
LUMO energy   -0.350 Eh
2S+1   1

Positions of all 19 atoms, in Å:
1 C 1.43546 -0.11474 0.06533
2 C 1.05921 -0.85934 1.32156
3 C -2.58663 -0.12273 -1.07388
4 N 2.60159 0.31667 -0.09323
5 N -2.07440 0.16513 0.16011
6 N 3.07957 0.92332 -1.18255
7 N -2.86151 0.63817 0.97803
8 H 0.74934 -0.16531 -0.73512
9 H 1.49714 -1.84809 1.53200
10 H 0.01856 -1.20776 1.34927
11 H 1.30084 -0.27317 2.24032
12 H -2.46368 -1.15985 -1.40573
13 H -3.64756 0.15648 -1.34051
14 H -1.97372 0.47884 -1.79542
15 H 3.35007 0.26349 0.62512
16 H 4.14681 0.82635 -1.21883
17 H 2.74992 0.55124 -2.01731
18 H -3.90144 0.58163 0.68636
19 H -2.47954 0.84967 1.90448


b | Below is 2 unconnected molecules or ions with the total composition C3H12N4, with properties calculated with ωB97M-V/def2-TZVPD.

Properties
Total charge   +2
LUMO energy (alpha / beta)   -0.401 / -0.401 Eh
2S+1   1

Positions of all 19 atoms, in Å:
1 C -0.84964 -0.40283 0.13959
2 C -0.51541 -1.59796 -0.66520
3 C -1.15654 -0.59247 1.60827
4 N 1.79303 0.21707 -0.39122
5 N -0.91782 0.71089 -0.65249
6 N 2.73951 0.99586 -0.63262
7 N -1.17738 1.88245 -0.12470
8 H -0.44706 -2.44888 -0.00399
9 H 0.61306 -1.49704 -1.04465
10 H -1.04553 -1.91214 -1.56973
11 H -0.45202 -1.13859 2.07938
12 H -1.99844 -1.29039 1.42881
13 H -1.50829 0.26920 2.28161
14 H 2.18512 -0.48859 0.32040
15 H -0.90556 0.58087 -1.64884
16 H 3.67601 0.92476 -0.32794
17 H 2.57388 1.87572 -1.28998
18 H -1.71352 2.67562 -0.56116
19 H -1.32239 1.87147 0.86848


It turns out a is the most stable, with the second structure 1.356 eV higher.


a | Below is C4H8N2 in the gas phase, with properties calculated with ωB97M-V/def2-TZVPD.

Properties
SMILES   [H]/N=N\C(C)=C/C
LUMO energy (alpha / beta)   0.006 / 0.006 Eh
2S+1   1

Positions of all 14 atoms, in Å:
1 H 2.76662 0.54554 -0.48134
2 N 2.34593 0.87005 0.37681
3 N 1.15100 0.75713 0.63853
4 C 0.26931 -0.03932 -0.09247
5 C 0.86550 -1.07766 -1.04375
6 C -1.02885 -0.16290 0.21693
7 C -1.84574 0.83921 0.93026
8 H 1.72996 -0.83964 -1.50110
9 H 0.29554 -1.44336 -1.87359
10 H 1.17720 -2.02832 -0.65391
11 H -1.52909 -0.96508 -0.13686
12 H -2.72609 1.07819 0.46665
13 H -1.30172 1.86208 1.10971
14 H -2.16957 0.60408 2.04413


b | Below is C4H8N2 in the gas phase, with properties calculated with ωB97M-V/def2-TZVPD.

Properties
SMILES   C/C=N/N1CC1
LUMO energy   0.044 Eh
2S+1   1

Positions of all 14 atoms, in Å:
1 C 0.38355 2.48027 0.31563
2 C 0.58942 0.96007 0.24460
3 N 0.07328 0.31666 -0.71088
4 N 0.35018 -1.06085 -0.68875
5 C -0.78425 -1.94410 -0.93162
6 C -0.24225 -1.78851 0.47101
7 H 1.37461 2.97250 -0.00230
8 H -0.28442 2.79622 -0.46266
9 H 0.04449 2.94122 1.29772
10 H 1.28184 0.47698 0.95494
11 H -0.52994 -2.93730 -1.40701
12 H -1.74353 -1.47994 -1.20123
13 H 0.37700 -2.53110 1.02404
14 H -0.88997 -1.20214 1.09653


It turns out b is the most stable, with the second structure 0.609 eV higher.